Entry 1:
A molecular structure, C9H8N2O4 in a non-equilibrium geometry. Source: the Open Molecules 2025 dataset; level of theory: ωB97M-V/def2-TZVPD.

electronic energy: -757.9665 hartree
net charge: 0
molecular weight: 208.173 g mol⁻¹

Each line ends with the Mulliken charge.
Geometry (Å):
C1 -2.4479 -1.6091 -0.5212  -0.3409
C2 -1.3435 -2.3734 -0.6213  -0.8142
C3 -2.3919 -0.2386 -0.2407  -0.9958
C4 -0.0959 -1.8603 -0.3438  -0.5412
C5 -1.0884 0.3260 -0.0334  0.8621
C6 0.0747 -0.5021 -0.0782  -0.0533
C7 -0.7259 1.7758 0.1002  -0.8280
C8 0.5175 1.8527 0.9197  -0.6418
C9 1.3657 0.2513 0.1457  0.3593
N1 2.2982 -0.2357 1.2214  1.0938
N2 2.0381 0.6743 -1.0842  1.1245
O1 3.3496 0.3099 1.3177  -0.5985
O2 1.8409 -1.1211 1.8693  -0.5937
O3 1.2755 0.7304 -2.0208  -0.6209
O4 3.2012 0.9661 -1.0921  -0.6065
H1 -3.3497 -2.1509 -0.5715  0.4138
H2 -1.4665 -3.4417 -0.6123  0.3415
H3 -3.1864 0.5078 -0.2593  0.4044
H4 0.6721 -2.5356 -0.4585  0.5481
H5 -0.5227 2.1897 -0.9038  0.2884
H6 -1.5765 2.3138 0.4713  0.5489
H7 1.2737 2.6484 0.7578  0.3472
H8 0.2881 1.5223 2.0382  0.3027

Forces on the atoms, in the same order (eV/Å):
C -1.231 1.701 0.438
C 1.028 -0.634 1.255
C 2.496 1.101 -0.126
C -0.594 1.659 -0.510
C 0.078 -1.713 -0.637
C -0.972 -0.020 0.062
C -0.222 0.164 -1.046
C 1.486 -3.058 0.853
C -2.393 2.302 2.367
N -1.172 0.683 -2.192
N -0.146 -0.050 0.069
O 1.197 0.348 0.966
O -0.156 -1.456 1.587
O -0.170 0.250 -0.951
O 0.442 0.174 -0.364
H -1.339 -0.058 -0.268
H 0.075 -0.291 -0.608
H -0.308 -0.752 0.118
H 2.062 -1.094 0.186
H -0.124 -0.195 0.242
H -0.268 0.580 0.585
H -0.770 -0.430 0.333
H 1.000 0.790 -2.359

***

Entry 2:
C29H36N4O5 in the gas phase in a non-equilibrium geometry. Source: the Open Molecules 2025 dataset; level of theory: ωB97M-V/def2-TZVPD.

electronic energy: -1721.9337 hartree
net charge: 0
molecular weight: 520.630 g mol⁻¹
structure (SMILES): CCc1ccc(N(C(=O)CCC(=O)Nc2cc(C)on2)[C@H](C(=O)NC(C)(C)C)c2ccc(OC)cc2)cc1

Each line ends with the Mulliken charge.
Geometry (Å):
C1 -0.3807 1.5024 -6.9458  -1.1285
H1 0.4974 2.1043 -6.7225  0.3182
H2 -1.2491 1.9882 -6.5070  0.3260
H3 -0.5110 1.4650 -8.0247  0.3918
C2 -0.2175 0.0912 -6.3770  -1.1886
C3 -0.0465 0.1474 -4.8864  0.9759
C4 -1.1547 0.1459 -4.0472  -1.0817
C5 -1.0098 0.2487 -2.6769  -0.1910
C6 0.2602 0.3662 -2.1265  -1.1689
C7 1.3770 0.3526 -2.9516  -0.2213
C8 1.2184 0.2509 -4.3215  -0.9324
H4 2.0903 0.2438 -4.9598  0.3784
H5 2.3640 0.4144 -2.5158  0.5788
N1 0.4222 0.4443 -0.7180  1.5478
C9 0.8152 1.5491 -0.0574  0.3376
O1 1.0834 1.5326 1.1332  -0.4613
C10 0.8987 2.8442 -0.8534  -1.3049
H6 1.3059 3.5936 -0.1707  0.5263
C11 -0.4524 3.3035 -1.4174  -0.5823
C12 -1.6767 2.9262 -0.5896  0.4149
O2 -2.7041 2.5672 -1.1200  -0.6939
N2 -1.5323 3.0959 0.7514  0.0634
C13 -2.4692 2.7431 1.6985  0.4047
N3 -2.1996 2.9082 2.9723  -0.8006
O3 -3.2871 2.4784 3.6626  -0.1637
C14 -4.2250 2.0521 2.7975  0.1002
C15 -3.7704 2.2054 1.5223  0.0743
H7 -4.2446 1.9645 0.5976  0.5095
C16 -5.4968 1.5214 3.3466  -1.3209
H8 -5.9235 2.2286 4.0555  0.3643
H9 -5.3135 0.5853 3.8726  0.2824
H10 -6.1993 1.3449 2.5383  0.3309
H11 -0.6304 3.3265 1.1453  0.3304
H12 -0.6166 2.8863 -2.4121  0.2505
H13 -0.4497 4.3926 -1.5165  0.5385
H14 1.6052 2.7225 -1.6761  0.4192
C17 0.1997 -0.8016 0.0149  1.2050
C18 1.4380 -1.6541 0.0518  -0.8237
C19 2.6665 -1.1373 0.4652  0.3224
C20 3.7930 -1.9297 0.4835  -0.9265
C21 3.7279 -3.2678 0.0894  0.8395
C22 2.5067 -3.7901 -0.3215  -0.6749
C23 1.3813 -2.9837 -0.3394  -1.1429
H15 0.4412 -3.4039 -0.6669  0.4407
H16 2.4177 -4.8182 -0.6349  0.4524
O4 4.8975 -3.9606 0.1441  -0.4531
C24 4.8983 -5.3136 -0.2416  -0.8500
H17 5.9248 -5.6544 -0.1173  0.2476
H18 4.6020 -5.4336 -1.2887  0.3353
H19 4.2392 -5.9136 0.3942  0.3377
H20 4.7452 -1.5354 0.8013  0.4630
H21 2.7339 -0.1075 0.7808  0.4921
H22 -0.5871 -1.3414 -0.5270  0.6091
C25 -0.4369 -0.4534 1.3926  -0.4190
O5 -1.4925 0.1439 1.4062  -0.6285
N4 0.1943 -0.9747 2.4512  0.1236
H23 1.1272 -1.3255 2.2905  0.3162
C26 -0.1364 -0.7181 3.8559  1.5821
C27 -1.5996 -1.0792 4.1120  -1.5202
H24 -1.8498 -0.8902 5.1523  0.4835
H25 -2.2414 -0.4749 3.4791  0.1465
H26 -1.7769 -2.1294 3.8887  0.3596
C28 0.1218 0.7522 4.1867  -1.3764
H27 -0.0230 0.9310 5.2487  0.5418
H28 -0.5586 1.3901 3.6299  0.1535
H29 1.1377 1.0253 3.9129  0.2627
C29 0.7799 -1.6189 4.6858  -2.0410
H30 0.5543 -1.5057 5.7425  0.4549
H31 1.8233 -1.3525 4.5277  0.4458
H32 0.6395 -2.6629 4.4122  0.3905
H33 -1.8745 0.2682 -2.0312  0.5035
H34 -2.1447 0.0672 -4.4715  0.3940
H35 0.6533 -0.3833 -6.8336  0.3680
H36 -1.1004 -0.5004 -6.6262  0.3616

Forces on the atoms, in the same order (eV/Å):
C 0.008 -0.198 -0.068
H 0.058 0.094 0.010
H -0.070 0.090 0.024
H -0.019 0.074 -0.113
C -0.015 0.218 -0.018
C 0.027 -0.133 -0.054
C 0.074 -0.041 0.020
C 0.097 0.001 0.079
C 0.075 0.026 -0.436
C -0.110 0.001 0.103
C -0.043 0.028 -0.040
H 0.093 -0.015 -0.083
H 0.084 -0.010 0.077
N -0.340 -0.434 0.024
C 0.380 0.611 -0.228
O 0.154 0.103 0.197
C -0.016 0.083 0.167
H 0.033 -0.167 -0.021
C -0.086 -0.094 -0.155
C 0.359 0.321 -0.347
O -0.279 -0.137 -0.061
N 0.284 0.142 0.380
C -0.825 -0.136 0.841
N 0.954 0.530 -0.764
O -0.732 -0.368 0.199
C 0.223 0.135 -0.760
C -0.126 -0.011 0.530
H -0.156 -0.083 -0.140
C 0.252 0.064 0.142
H -0.090 0.017 0.020
H -0.050 -0.069 0.028
H -0.045 -0.009 -0.022
H 0.031 -0.046 -0.142
H -0.078 0.081 0.136
H -0.008 -0.036 -0.027
H -0.007 0.078 0.043
C -0.053 0.119 0.375
C -0.048 -0.223 -0.193
C 0.053 -0.079 -0.097
C 0.099 -0.175 -0.020
C -0.092 0.077 0.021
C 0.330 -0.284 -0.006
C -0.034 0.329 0.109
H -0.109 -0.034 -0.045
H 0.035 -0.099 -0.025
O -0.082 0.355 0.077
C -0.008 -0.237 -0.067
H -0.090 -0.024 -0.026
H -0.003 0.003 0.046
H 0.014 0.028 -0.035
H 0.120 0.054 0.045
H 0.005 0.126 0.039
H 0.127 0.099 0.159
C 0.186 -0.547 -0.405
O -0.258 0.188 -0.031
N 0.225 -0.309 0.277
H -0.133 0.025 -0.062
C -0.156 0.069 0.249
C 0.116 0.082 -0.073
H -0.010 0.001 0.165
H -0.094 0.028 0.010
H -0.022 -0.135 0.001
C -0.068 -0.157 -0.171
H -0.035 0.024 0.170
H -0.007 0.052 0.013
H 0.155 0.032 0.017
C -0.187 0.103 -0.191
H -0.007 0.033 0.104
H 0.163 0.028 0.002
H -0.010 -0.127 -0.013
H -0.094 0.021 0.107
H -0.126 -0.010 -0.056
H -0.052 -0.076 0.002
H 0.057 -0.072 -0.015

***

- What is the electronic energy in the first record?
  -757.9665 hartree